(1)
The molecule C2H7O2P in a non-equilibrium geometry, computed with the ωB97M-V functional and the def2-TZVPD basis.

Properties
HOMO-LUMO gap	10.83	eV
LUMO energy	0.712	eV
E_HOMO	-10.119	eV
net charge	0
strongest force on any atom	3.25	eV/Å

Structure (XYZ):
```
12
Properties=species:S:1:pos:R:3:forces:R:3:nbo_charge:R:1
C 0.641941 -0.405136 1.448543 2.9 -0.6 0.1 -0.277
O 0.772827 -1.316958 0.349351 -1.2 -0.3 0.4 -0.804
P -0.075201 -1.213325 -0.979362 1.5 -0.8 -2.8 1.989
C -0.122554 0.535430 -1.375649 -2.7 0.0 1.2 -1.036
O 0.510288 -2.165143 -1.980575 -0.9 1.2 1.1 -1.072
H 1.534359 -0.805026 2.071114 -2.3 0.7 0.1 0.222
H -0.382340 -0.314312 1.846680 0.7 -0.3 0.2 0.198
H 1.061107 0.540270 1.106288 -0.6 0.4 0.1 0.183
H -1.460734 -1.353049 -0.914783 -0.3 -0.6 1.0 -0.136
H 0.790150 1.015385 -1.385340 2.2 0.9 -0.2 0.241
H -0.587152 0.597834 -2.368791 -0.1 0.2 0.4 0.260
H -0.752400 1.066337 -0.546038 0.8 -0.9 -1.7 0.233
```
Positions in Å, forces in eV/Å.

---

(2)
A cluster of 2 separate species, C10H13FN in total in a non-equilibrium geometry, computed with the ωB97M-V functional and the def2-TZVPD basis.

Properties
HOMO-LUMO gap (spin up / spin down)	6.95 / 6.95	eV
LUMO energy (spin up / spin down)	-5.824 / -5.825	eV
E_HOMO (spin up / spin down)	-12.771 / -12.770	eV
net charge	+1
strongest force on any atom	6.42	eV/Å

Structure (XYZ):
```
25
Properties=species:S:1:pos:R:3:forces:R:3:nbo_charge:R:1
C 0.551091 1.373481 -1.000041 0.5 -0.3 1.1 -0.068
C 0.564861 -0.029308 1.008035 0.1 -1.0 0.3 0.027
C -0.744062 1.742920 -0.705003 -0.4 1.3 -2.3 -0.238
C -0.716739 0.383332 1.289186 -0.2 -1.1 1.3 -0.253
C 1.276395 0.488880 -0.089141 -0.2 1.1 -1.2 -0.175
C -1.414970 1.211973 0.436217 1.8 0.4 -1.2 0.120
C 2.651556 0.351895 -0.312475 0.1 0.2 0.4 0.082
C 3.553887 -0.589243 0.259466 -0.2 0.9 0.4 -0.419
C 4.910717 -0.402194 0.316646 0.7 -2.4 1.5 0.437
C -2.798407 1.447036 0.664910 -3.4 2.1 1.9 -0.680
N -0.275857 -1.759428 -1.066571 1.5 -2.9 5.6 -1.091
F 5.517951 0.671296 -0.097475 -0.3 0.2 -0.4 -0.267
H 1.112762 1.693296 -1.892437 -0.6 0.2 0.5 0.232
H 1.007350 -0.862441 1.567384 -0.1 0.6 0.2 0.216
H -1.256228 2.483239 -1.492662 0.8 -1.9 2.1 0.253
H -1.290337 -0.030055 2.160783 0.9 0.3 -0.9 0.240
H 3.095977 1.119287 -0.920443 0.1 0.1 -0.6 0.225
H 2.997806 -1.341249 0.804364 1.0 -0.7 0.1 0.248
H 5.684728 -1.161034 0.804205 -2.0 1.6 -1.1 0.219
H -3.347391 0.720161 1.303080 0.8 0.3 -0.2 0.247
H -3.031945 2.484199 1.149565 0.8 -1.6 -0.5 0.275
H -3.393996 1.537421 -0.215959 -0.1 -0.1 -1.0 0.253
H 0.609688 -2.360070 -1.075594 -2.1 0.9 0.2 0.369
H -0.469216 -1.546705 -1.950183 -1.5 0.9 -4.4 0.361
H -1.087230 -2.225570 -0.534457 2.0 0.7 -1.6 0.387
```
Positions in Å, forces in eV/Å.

---

Result set for energy above the lowest of the compared OMol25 structures with the same formula, charge and spin: 28.06; 3.85 kJ/mol, one per record in the order listed.